--- w ---
C2HF4IO | ωB97M-V/def2-TZVPD

* total charge: 0

Positions of all 9 atoms, in Å:
I 1.893 -1.532 -0.163
C -0.282 0.590 0.422
C 0.743 0.181 -0.613
F -0.006 1.176 1.532
H -1.914 -1.558 0.498
F 0.242 0.146 -1.887
O -1.051 -1.380 1.079
F 1.716 1.228 -0.742
F -1.341 1.149 -0.127


--- x ---
C2HF4IO | ωB97M-V/def2-TZVPD

* total charge: 0

Positions of all 9 atoms, in Å:
C -0.215 0.328 0.423
F 1.566 -0.822 1.348
H -1.175 -0.322 1.929
F 1.275 0.777 -1.327
C 0.135 0.162 -1.030
F 0.141 1.448 1.004
O -1.130 -0.397 0.959
I 0.223 -1.926 -1.519
F -0.821 0.752 -1.788


Most stable structure - x; separation to the second - 0.947 eV.


--- w ---
CF3NOS | ωB97M-V/def2-TZVPD

* total charge: 0

Positions of all 7 atoms, in Å:
O 0.511 -0.887 -0.267
N 2.747 0.590 0.770
F -0.246 1.046 0.643
F -1.622 0.439 -1.079
S 2.273 -0.175 -0.376
F -1.489 -0.651 0.717
C -0.783 0.020 -0.037


--- x ---
CF3NOS | ωB97M-V/def2-TZVPD

* total charge: 0

Positions of all 7 atoms, in Å:
F -0.226 0.023 -2.131
S 0.244 1.347 -1.310
O 0.056 -1.604 0.369
C -0.404 -0.631 0.765
F 1.887 0.667 -1.572
F -1.305 -0.383 1.617
N -0.161 1.226 0.094


Most stable structure - w; separation to the second - 0.090 eV.


--- w ---
C5H9FO2 | ωB97M-V/def2-TZVPD

* SMILES: OCC/C(=C/F)CO
* total charge: 0

Positions of all 17 atoms, in Å:
H -1.856 -1.943 -0.587
F -3.079 -0.414 -0.723
O 1.838 -0.130 -1.310
C -1.128 1.377 0.307
C -1.865 -0.842 -0.451
H 0.144 -1.988 0.398
O -0.174 2.008 -0.325
C 0.375 -0.900 0.573
H -1.064 1.504 1.403
C 1.805 -0.451 0.071
H 2.467 0.671 -1.516
H 0.394 1.394 -0.887
H 2.593 -1.245 0.393
C -0.857 -0.095 0.042
H 0.390 -1.008 1.728
H 2.156 0.441 0.802
H -2.140 1.620 0.082


--- x ---
C5H9FO2 | ωB97M-V/def2-TZVPD

* SMILES: C/C(F)=C/O.CC=O
* total charge: 0

Positions of all 17 atoms, in Å:
H -2.374 0.634 -1.861
O 2.995 0.541 1.897
O -0.824 -2.126 0.589
H 2.751 0.354 -0.744
H -0.869 1.381 -1.774
H -0.163 -1.875 1.233
F -1.298 0.638 1.299
H 1.522 -1.062 -0.397
H 0.888 0.543 -0.311
C 1.802 0.013 -0.167
C -1.677 1.096 -1.088
H -1.092 -1.471 -1.222
H 1.052 0.058 1.908
H -2.105 1.940 -0.517
C -1.140 -1.110 -0.204
C -1.472 0.133 0.041
C 2.002 0.311 1.318


Most stable structure - x; separation to the second - 0.180 eV.


--- w ---
CH2FO4S | ωB97M-V/def2-TZVPD

* total charge: -1

Positions of all 9 atoms, in Å:
H -1.867 0.309 0.170
O -0.914 -1.379 0.393
O -0.038 1.058 -0.348
C -1.361 -0.507 -0.303
O 1.131 0.482 1.689
O 1.280 -0.963 -0.334
H -1.621 -0.570 -1.376
S 1.017 0.284 0.311
F 2.374 1.284 -0.202


--- x ---
CH2FO4S | ωB97M-V/def2-TZVPD

* total charge: -1

Positions of all 9 atoms, in Å:
S 1.416 -0.328 1.501
O 0.745 -1.637 1.644
O 2.750 -0.389 0.998
O 1.032 0.653 2.502
H -0.460 -0.135 0.338
C 0.405 0.201 -0.030
H 0.897 -0.314 -0.796
O 0.819 1.493 -0.051
F -0.095 2.430 -1.303


Most stable structure - w; separation to the second - 3.243 eV.


--- w ---
H3N2OS | ωB97M-V/def2-TZVPD

* total charge: -1

Positions of all 7 atoms, in Å:
O 3.099 -1.447 -0.390
H 3.580 -0.099 1.212
N 2.913 1.115 -0.355
H 2.932 0.997 -1.378
S -7.539 -0.336 -0.254
N 3.120 -0.339 0.247
H -8.105 0.108 0.916


--- x ---
H3N2OS | ωB97M-V/def2-TZVPD

* total charge: -1

Positions of all 7 atoms, in Å:
N 1.045 0.468 0.124
H 1.643 0.895 -0.620
S -1.829 -0.166 -0.161
H 0.241 1.148 0.329
H -2.791 0.088 0.761
N 0.591 -0.784 0.158
O 1.100 -1.650 -0.590


Most stable structure - x; separation to the second - 2.217 eV.


--- w ---
C5H43N2O14 | ωB97M-V/def2-TZVPD

* total charge: +1

Positions of all 64 atoms, in Å:
C -2.990 -1.023 1.886
H -3.002 -0.869 3.921
H 0.335 1.554 -2.899
H -0.839 -2.594 3.554
H -1.434 -0.470 3.269
H 1.705 2.398 -4.168
O 4.060 -1.747 0.843
O -0.473 1.162 -2.503
H 0.460 -3.385 3.305
H -4.670 -0.201 -0.145
H 0.533 2.925 2.518
H -4.306 0.904 1.387
H 2.867 0.766 1.546
N -0.099 0.895 0.507
H -0.489 -1.033 1.254
H 0.460 1.256 -0.259
H 1.229 -1.831 -3.971
H 2.028 2.843 2.889
H 2.924 1.754 -1.423
H 3.000 0.648 0.088
N -2.693 -0.047 0.764
O 0.228 -3.276 0.097
H 0.339 -1.166 -0.360
H 0.550 4.027 0.032
H 0.383 -3.499 0.993
O 0.071 -2.573 3.260
H -3.632 1.352 -0.261
H -0.031 -4.003 -0.467
H 3.650 -2.157 1.641
H -0.843 0.570 -3.232
H -3.541 2.859 1.467
H 2.934 -3.073 -1.139
H 0.525 -2.967 -3.872
H -0.421 4.217 0.873
H -3.045 3.619 0.167
H -1.058 1.363 0.410
H -2.953 0.727 3.124
H -4.061 -1.166 1.851
O 3.839 0.041 -1.398
H 3.715 2.660 -0.541
H 2.145 -1.524 -1.014
O 2.661 1.258 0.696
C -3.945 0.490 0.372
C -0.362 -0.486 0.302
O 1.659 2.091 -3.312
H 4.801 0.296 -1.168
C -1.880 -0.627 -0.334
H 3.703 -0.905 -1.423
O -1.821 -2.257 -2.542
O -2.801 3.199 0.919
H 3.863 -2.190 0.154
C -2.506 -0.349 3.207
H -1.834 0.007 -1.281
H 0.382 1.034 1.438
H -2.396 -1.970 1.701
H 1.737 2.953 -2.876
O 3.124 2.738 -1.190
O 0.180 -2.063 -4.279
H -1.250 -1.792 -3.317
H -2.544 -1.508 -0.674
O 1.181 2.313 2.915
O 2.366 -2.356 -1.453
O 0.268 3.496 0.799
H -1.986 -3.312 -2.645


--- x ---
C5H43N2O14 | ωB97M-V/def2-TZVPD

* total charge: +1

Positions of all 64 atoms, in Å:
H -0.432 -2.146 4.729
H 2.136 1.817 -2.920
H -2.564 -1.921 -2.478
C -0.162 2.127 1.495
H -1.723 -0.578 0.616
H -0.259 -4.166 1.768
O -4.688 -1.721 -0.221
H 2.741 -0.685 1.495
H -3.971 1.570 -1.903
O -3.520 -2.172 -2.658
H -0.630 -1.098 -3.086
H -1.721 2.845 -2.194
H 1.173 3.796 -1.426
H 3.917 -1.989 -0.635
N -0.991 -0.483 -0.181
C 1.015 -1.524 0.767
O 1.354 2.926 -1.253
H -0.897 -1.360 -0.826
H 1.724 4.447 3.647
H -4.736 -0.907 -0.656
H -0.618 2.715 2.303
H 0.578 2.505 -1.429
H 2.337 4.468 2.154
H -2.555 -1.439 2.326
H -2.765 0.767 -1.579
H 2.581 3.029 0.391
H 3.681 2.086 1.755
H -1.402 0.241 -0.884
H -0.248 -2.842 3.454
O -0.941 -1.898 -2.574
H -0.870 1.587 -2.578
H 0.846 -2.378 0.053
H 0.487 0.211 -3.632
H -3.197 -2.100 0.951
O 1.709 4.011 2.813
H 2.891 -3.167 -0.007
C 0.290 -0.186 0.461
H -0.712 2.463 0.551
O -1.304 2.028 -1.931
O 2.250 0.924 -3.196
H 2.829 0.484 -2.522
H -0.965 0.294 2.130
O -0.426 0.328 -3.679
O -2.373 -1.805 1.407
N 2.430 -1.128 0.718
O -0.817 -2.162 3.890
O 3.444 1.194 1.890
O 3.337 3.615 0.722
O 0.520 -4.009 2.302
H 0.805 0.424 2.508
H 0.685 -1.980 1.751
H -0.783 -2.615 -3.186
H -4.407 -2.284 -1.059
H 0.776 2.647 1.415
H 0.924 0.385 -0.233
C 0.039 0.650 1.757
C 3.349 -2.208 0.313
H 4.296 0.834 2.355
H -0.426 0.289 -4.703
H 0.625 -4.897 2.770
H -3.662 -1.448 -3.365
O -3.738 0.814 -1.414
H 3.582 4.088 -0.039
H 4.194 -2.445 0.928


Most stable structure - x; separation to the second - 4.645 eV.


--- w ---
C6H18N4 | ωB97M-V/def2-TZVPD

* SMILES: C/N=[NH+]/[C@@H](C)[N+](C)(C)NC
* total charge: +2

Positions of all 28 atoms, in Å:
H 0.046 0.678 -1.725
C -0.671 -1.356 -1.148
H 0.917 0.399 1.306
H -2.557 2.911 0.463
C 1.533 -1.703 0.073
H 0.008 -1.901 2.208
H 2.939 0.353 -1.468
C -0.681 -1.124 1.963
H 2.225 1.360 -0.058
H -1.272 -1.963 -0.408
H -1.227 -0.652 -1.578
H -2.457 2.302 -1.038
H 2.218 -1.069 0.489
H -1.439 -1.590 1.486
C -1.812 2.775 -0.248
H 1.157 -2.554 0.565
H -1.106 -0.484 2.891
N 0.861 0.283 -1.255
N 0.438 -0.700 -0.398
H 2.115 1.940 -1.843
H -2.011 0.545 0.969
H 1.886 -2.044 -0.912
H -1.250 3.591 -0.651
H -0.156 -2.083 -1.963
C -0.122 -0.152 0.964
N -0.805 1.870 0.176
N -1.123 0.788 0.714
C 1.997 1.046 -1.209


--- x ---
C6H18N4 | ωB97M-V/def2-TZVPD

* SMILES: CN[C@]1(C[NH3+])[C@@H](N)[C@@H]1[NH2+]C
* total charge: +2

Positions of all 28 atoms, in Å:
H -2.167 -2.645 0.651
H -2.452 2.724 -1.407
C 1.569 -1.020 -0.251
H -0.835 3.346 -1.127
H -1.291 -1.364 -0.987
C -1.341 2.410 -1.117
H 1.933 0.018 -2.096
H -1.744 2.210 0.776
N 1.640 0.453 1.984
C 0.379 0.448 1.449
H -0.560 -2.634 1.476
H 1.869 -0.049 2.869
N -1.327 1.594 0.102
C 0.048 1.060 0.174
H 2.396 -0.492 0.115
H -1.041 1.883 -2.055
H -1.904 -1.618 1.845
H 1.052 -1.314 -2.220
H -1.875 0.604 0.194
C 0.146 -0.458 0.080
H 1.577 -2.058 0.022
H 2.780 -1.464 -1.791
H -0.452 0.444 2.262
N -1.076 -0.997 -0.070
C -1.362 -2.033 0.971
H 2.212 1.224 1.848
N 1.860 -0.992 -1.742
H 0.677 1.860 -0.180


Most stable structure - x; separation to the second - 3.487 eV.


--- w ---
HN3O | ωB97M-V/def2-TZVPD

* total charge: 0

Positions of all 5 atoms, in Å:
N -0.534 -0.497 0.250
O 1.001 0.252 -1.256
H 0.742 0.862 0.592
N 0.312 0.326 -0.191
N -1.521 -0.943 0.606


--- x ---
HN3O | ωB97M-V/def2-TZVPD

* SMILES: N#N.N=O
* total charge: 0

Positions of all 5 atoms, in Å:
O -0.213 0.480 1.433
H -1.552 -0.323 0.377
N -0.783 0.407 0.374
N 0.772 -0.496 -1.025
N 1.776 -0.067 -1.160


Most stable structure - x; separation to the second - 3.108 eV.